Record 1
Here is 4 unconnected molecules or ions with the total composition C4H16N8O4 at a distorted geometry from the Open Molecules 2025 dataset. Energies are from ωB97M-V/def2-TZVPD.

Summary:
Multiplicity = 1
Energy above the lowest of the compared OMol25 structures with the same formula, charge and spin = 24.3 kcal per mole
HOMO level = -8.9 eV
HOMO-LUMO gap = 9.194 eV
Charge = 0
Calculated total energy = -24521.9019 eV
LUMO = 0.276 eV

Element x y z (Å)
N1 -1.491371 -1.095027 -0.543208
C1 -0.363051 -0.638820 0.080666
N2 0.611260 -1.568734 0.247544
O1 -0.237175 0.520891 0.441328
H1 -2.077759 -0.367638 -0.904072
H2 -1.678116 -2.060966 -0.722296
H3 1.407687 -1.238450 0.759329
H4 0.519498 -2.538690 0.020151
N3 -3.268304 -1.869514 4.353483
C2 -2.294567 -2.157433 3.446974
N4 -2.742643 -2.811848 2.315949
O2 -1.138949 -1.831938 3.633226
H5 -4.220674 -2.146454 4.199843
H6 -3.079200 -1.255775 5.122136
H7 -3.743531 -2.830341 2.273687
H8 -2.058888 -3.364062 1.840281
N5 2.374252 1.304834 -0.586773
C3 3.710513 1.074223 -0.798963
N6 4.308844 0.488874 0.303760
O3 4.253526 1.220035 -1.875395
H9 2.113053 1.199128 0.380174
H10 1.865609 2.003251 -1.134998
H11 3.796042 0.182259 1.108782
H12 5.306648 0.509352 0.394276
N7 0.130415 2.655555 -4.150783
C4 0.121752 2.659823 -2.777857
N8 -0.916560 2.024062 -2.181799
O4 1.040065 3.181288 -2.158108
H13 0.981667 2.835810 -4.646246
H14 -0.645422 2.209111 -4.604612
H15 -1.763148 1.782629 -2.657762
H16 -0.821470 1.924573 -1.178726

Cartesian forces, eV/Å:
N -0.023 0.488 0.007
C -0.002 -0.409 -0.027
N 0.197 0.355 0.315
O -0.148 0.106 -0.143
H -0.340 -0.247 0.033
H 0.009 0.029 -0.191
H 0.104 -0.302 0.031
H 0.018 0.006 -0.039
N -0.797 -0.089 0.031
C 0.723 0.396 0.002
N -0.025 0.965 1.327
O 0.169 -0.336 -0.152
H 0.007 0.043 0.128
H 0.229 0.049 -0.058
H 0.083 -0.872 -0.874
H -0.379 -0.205 -0.374
N 0.498 -0.178 0.543
C -1.195 -0.524 -0.390
N 0.657 -0.129 0.108
O 0.604 0.402 0.254
H -0.531 0.386 -0.205
H 0.340 -0.235 0.067
H -0.076 0.307 0.003
H 0.044 -0.124 -0.267
N -1.002 -0.099 0.387
C 0.925 0.279 -0.852
N 0.127 0.152 0.501
O -0.274 -0.113 0.159
H 0.051 0.122 0.083
H 0.314 -0.084 -0.391
H 0.008 -0.062 -0.011
H -0.313 -0.075 -0.005

---

Record 2
Here is a molecular structure, C13H19N2O6ReSSe at a distorted geometry from the Open Molecules 2025 dataset. Energies are from ωB97M-V/def2-TZVPD.

Summary:
Multiplicity = 4
Energy above the lowest of the compared OMol25 structures with the same formula, charge and spin = 0.0 kcal per mole
HOMO level (alpha / beta) = -11.2 / -11.8 eV
HOMO-LUMO gap (alpha / beta) = 7.874 / 7.464 eV
Charge = +1
Calculated total energy = -107358.7346 eV
<S²> = 3.76
LUMO (alpha / beta) = -3.327 / -4.332 eV

Element x y z (Å)
Re1 -0.741138 -0.263014 0.274953
O1 -2.007133 -1.911822 -0.022079
C1 -1.360377 -3.271500 0.049737
C2 -0.552572 -3.170279 1.343820
N1 0.107319 -1.861383 1.481610
C3 1.604284 -1.905142 1.280090
C4 2.098084 -0.435029 1.031770
O2 3.288973 -0.280703 0.874340
O3 1.083183 0.441611 0.918319
C5 -0.227760 -1.392429 2.905398
C6 -1.574154 -0.594753 2.987214
O4 -2.476692 -0.794391 3.752457
O5 -1.684209 0.195171 1.904409
H1 -2.887373 -1.800298 0.368310
H2 -2.112066 -4.086714 0.030052
H3 -0.703014 -3.337013 -0.847173
H4 -1.198769 -3.282160 2.206649
H5 0.207016 -3.986203 1.382582
H6 2.146789 -2.315539 2.153725
H7 1.739342 -2.525274 0.397106
H8 -0.227258 -2.255559 3.582013
H9 0.596260 -0.744581 3.183603
Se1 -1.927104 1.224857 -1.101289
C7 -1.125197 2.842025 -0.566107
C8 -0.742339 3.078297 0.738626
C9 -0.359593 4.408260 1.045191
N2 -0.236912 5.371651 0.127409
C10 -0.519160 5.074719 -1.136683
C11 -0.885129 3.816148 -1.535954
H10 -0.772800 2.338511 1.545745
H11 -0.048998 4.629874 2.057550
H12 -0.370120 5.873323 -1.863842
H13 -1.293069 3.645478 -2.536501
C12 0.311265 -0.374778 -3.687798
S1 0.798660 0.272249 -2.133625
C13 2.520768 0.010133 -2.245137
O6 0.407191 -0.972810 -1.196443
H14 0.621247 0.280600 -4.518206
H15 -0.789258 -0.499350 -3.684825
H16 0.716943 -1.374243 -3.757322
H17 2.867391 0.662346 -3.063406
H18 2.689842 -1.067020 -2.457958
H19 3.017637 0.336735 -1.268332

Cartesian forces, eV/Å:
Re 2.373 -1.412 2.071
O -0.722 -0.522 -0.887
C 0.290 0.929 0.106
C 0.360 -1.456 -0.527
N 0.164 -0.021 2.038
C -0.816 0.857 0.503
C -0.321 -1.428 -0.649
O -1.361 0.793 0.296
O 0.660 0.170 -0.212
C 0.473 0.114 0.298
C -0.272 -1.088 -1.292
O 1.070 0.223 0.018
O -0.666 0.116 1.254
H -0.071 -0.550 0.037
H 0.354 0.743 0.106
H -0.647 0.217 0.599
H -0.296 -0.290 -0.124
H -0.539 0.474 0.019
H -0.418 0.017 -0.446
H 0.478 0.167 -0.031
H -0.051 0.294 -0.112
H -0.065 0.295 0.264
Se -1.535 0.579 -1.268
C 0.841 0.404 0.053
C -0.005 1.169 0.686
C 0.494 -0.906 -0.876
N -0.148 -0.095 0.809
C 0.812 0.389 0.064
C -1.799 -0.520 -0.430
H -0.216 0.379 -0.442
H -0.141 0.252 0.049
H -0.170 -0.139 0.142
H 0.555 0.081 0.123
C -1.067 -0.167 -0.776
S 0.326 -0.711 0.376
C 1.426 0.117 0.630
O 0.335 0.605 -1.688
H -0.065 -0.260 0.406
H 0.529 0.424 0.035
H 0.382 -0.169 -0.210
H 0.081 -0.321 0.242
H 0.117 0.741 0.103
H -0.730 -0.495 -1.358

---

Record 3
Here is a gas-phase ion, C20H19O6 (charge -1) at a distorted geometry from the Open Molecules 2025 dataset. Energies are from ωB97M-V/def2-TZVPD.

Summary:
Multiplicity = 1
Energy above the lowest of the compared OMol25 structures with the same formula, charge and spin = 1.3 kcal per mole
HOMO level = -3.9 eV
HOMO-LUMO gap = 6.508 eV
Charge = -1
Calculated total energy = -33333.9004 eV
LUMO = 2.587 eV

Element x y z (Å)
C1 4.019212 -1.548823 6.457428
O1 3.482175 -0.917007 5.245259
C2 2.135272 -0.863750 4.993283
C3 1.203260 -1.375422 5.920923
C4 -0.143599 -1.060878 5.783154
C5 -0.619539 -0.367813 4.675353
C6 0.247293 -0.018072 3.645056
O2 -0.391717 0.439437 2.473749
C7 -0.797413 1.733075 2.266975
C8 -1.476503 1.955020 0.938966
C9 -1.410714 3.271150 0.259808
O3 -0.796192 4.242305 0.655088
O4 -2.135522 3.464024 -0.911069
C10 -2.841476 2.360931 -1.462098
C11 -1.908483 1.433406 -2.207905
C12 -3.849116 2.896710 -2.482761
O5 -3.525384 1.661742 -0.412099
C13 -2.800101 1.375759 0.751484
O6 -3.352146 0.740235 1.623053
C14 0.464052 2.563555 2.384450
C15 1.295102 2.565757 1.274248
C16 2.600311 3.039978 1.402909
C17 3.045676 3.479526 2.655192
C18 2.190018 3.447142 3.765289
C19 0.855807 3.083974 3.614262
C20 1.633029 -0.200690 3.830956
H1 5.096077 -1.597506 6.282195
H2 3.830163 -0.942089 7.359096
H3 3.625919 -2.567995 6.592934
H4 1.570169 -1.888139 6.814431
H5 -0.825901 -1.330281 6.591444
H6 -1.664122 -0.109977 4.538863
H7 -1.510269 2.086930 3.004767
H8 -1.138602 1.026745 -1.547346
H9 -2.484844 0.605865 -2.635895
H10 -1.433693 1.982612 -3.029337
H11 -4.539469 3.614080 -2.044887
H12 -3.317010 3.394898 -3.297756
H13 -4.428125 2.073430 -2.904919
H14 0.907319 2.223876 0.314663
H15 3.213883 3.099123 0.506737
H16 4.072555 3.847506 2.759565
H17 2.545383 3.755989 4.751584
H18 0.110662 3.163270 4.407352
H19 2.338238 0.208291 3.112288

Cartesian forces, eV/Å:
C -0.731 0.452 -1.031
O 0.620 -0.385 0.223
C -1.561 0.132 0.403
C 0.766 0.508 -0.014
C -0.261 0.136 0.016
C -0.016 -0.331 0.154
C -0.509 0.417 0.032
O 1.514 -3.189 0.442
C -0.367 3.448 -0.380
C -1.578 0.900 -2.424
C 0.487 -1.336 1.284
O 0.004 0.414 -0.255
O -0.407 -0.290 -0.173
C 0.121 -0.142 0.465
C 0.503 -0.459 -0.159
C -0.130 0.110 0.397
O 0.160 0.219 -0.374
C 1.407 0.619 0.804
O -0.786 -0.703 -0.133
C -0.411 -0.123 -0.079
C 1.138 0.213 0.262
C -0.658 0.140 0.082
C 0.194 -0.205 0.154
C 0.196 0.695 -0.031
C 0.246 -0.427 -0.675
C 0.398 -0.158 0.121
H -0.212 0.028 -0.015
H -0.143 -0.156 -0.390
H 0.074 0.327 -0.075
H -0.286 0.174 -0.309
H 0.102 -0.043 -0.302
H 0.017 -0.183 0.115
H -0.232 -0.316 0.851
H -0.119 0.076 -0.071
H 0.080 0.098 0.094
H -0.024 -0.085 0.173
H 0.012 0.010 0.193
H 0.043 -0.073 0.168
H 0.074 -0.026 0.099
H 0.193 -0.053 0.354
H 0.152 0.018 0.285
H -0.370 -0.198 0.070
H 0.011 0.058 -0.347
H 0.388 -0.215 0.002
H -0.099 -0.096 -0.003

---

Record 4
Here is C5H13NO in the gas phase at a distorted geometry from the Open Molecules 2025 dataset. Energies are from ωB97M-V/def2-TZVPD.

Summary:
Multiplicity = 1
Energy above the lowest of the compared OMol25 structures with the same formula, charge and spin = 60.9 kcal per mole
HOMO level = -8.8 eV
HOMO-LUMO gap = 9.776 eV
Charge = 0
Calculated total energy = -8931.3692 eV
LUMO = 1.014 eV

Element x y z (Å)
C1 0.060914 1.356928 -1.531766
C2 0.823478 0.143215 -0.995194
C3 2.063112 0.656072 -0.182329
C4 0.054452 -0.690204 0.082293
N1 -0.886290 -1.546144 -0.645536
C5 -0.749346 0.266781 1.135881
O1 -1.324446 -0.434133 2.249420
H1 -0.518466 2.024612 -0.850964
H2 -0.643104 0.893444 -2.297073
H3 0.751248 2.107015 -2.060188
H4 1.289657 -0.251342 -1.926840
H5 3.089955 0.134115 -0.133398
H6 1.892728 1.069570 0.871945
H7 2.439009 1.628731 -0.732896
H8 0.706920 -1.250367 0.748229
H9 -1.099291 -1.306611 -1.603675
H10 -0.785276 -2.576094 -0.762981
H11 -0.015888 0.935932 1.559384
H12 -1.570001 0.941752 0.780806
H13 -2.253548 -0.451433 1.877737

Cartesian forces, eV/Å:
C -0.720 0.693 -1.535
C 2.478 1.834 2.625
C 2.716 3.345 -0.301
C -2.136 0.484 -1.516
N -1.164 -2.103 -0.214
C 0.684 0.175 -0.359
O -1.766 -0.016 -1.897
H 0.391 -0.973 -0.125
H 0.488 1.152 0.728
H -0.806 -1.414 0.452
H -0.805 -1.060 0.935
H -2.028 -0.247 -0.160
H -0.170 -0.911 -1.427
H -0.686 -1.509 0.921
H 0.148 -0.263 -0.333
H 0.238 0.919 0.161
H 0.552 1.197 1.163
H 0.369 0.237 0.101
H 0.897 -0.754 -0.688
H 1.321 -0.787 1.470